No. 1
This record from the OMol25 dataset describes a 2-piece molecular cluster, C5H10O3 overall in a non-equilibrium geometry. The level of theory is wB97M-V/def2-TZVPD.

Geometry as ORCA input:
```
! wB97M-V def2-TZVPD RIJCOSX def2/J DEFGRID3
* xyz 0 1
C -1.77 1.69 1.58
C -1.24 1.50 0.36
O -0.62 2.53 -0.31
O -1.60 0.33 -0.36
O -1.47 0.59 -1.79
H -1.66 2.62 2.12
H -2.31 0.88 2.07
H -0.76 3.35 0.18
H -0.54 0.86 -1.78
C 0.61 -2.49 0.55
C 1.00 -1.30 0.09
C 2.06 -1.09 -0.94
H -0.20 -2.58 1.26
H 0.99 -3.42 0.12
H 0.52 -0.37 0.49
H 2.77 -1.92 -0.96
H 1.60 -1.01 -1.93
H 2.61 -0.17 -0.74
*
```

Values from the calculation:
Largest force on an atom in Eh/bohr: 0.045
ΔE to the lowest compared entry with this formula, charge and spin in kJ/mol: 529.5
SMILES: C=C(O)OO.C=CC
Electronic energy in eV: -11484.6985



No. 2
This record from the OMol25 dataset describes a 2-piece molecular cluster, C5H10O4 overall in a non-equilibrium geometry. The level of theory is wB97M-V/def2-TZVPD.

Geometry as ORCA input:
```
! wB97M-V def2-TZVPD RIJCOSX def2/J DEFGRID3
* xyz 0 1
C -0.34 1.84 -0.48
O 0.33 0.76 0.16
C 0.88 -0.41 -0.84
C 2.36 -0.49 -0.62
O 0.32 -0.51 -1.90
H -0.93 2.38 0.28
H -1.01 1.49 -1.26
H 0.40 2.51 -0.92
H 2.67 -1.53 -0.78
H 2.66 -0.17 0.38
H 2.86 0.13 -1.36
C -2.18 -0.53 0.61
C -0.83 -0.40 1.25
O -0.57 -0.17 2.39
O 0.10 -1.55 0.50
H -2.69 -1.36 1.09
H -2.08 -0.71 -0.46
H -2.75 0.38 0.80
H 0.81 -1.68 1.15
*
```

Values from the calculation:
Largest force on an atom in Eh/bohr: 0.054
ΔE to the lowest compared entry with this formula, charge and spin in kJ/mol: 264.9
SMILES: COC(C)=O.CC(=O)O
Electronic energy in eV: -13535.1468



No. 3
This record from the OMol25 dataset describes a 2-piece molecular cluster, C5H10O4 overall in a non-equilibrium geometry. The level of theory is wB97M-V/def2-TZVPD.

Geometry as ORCA input:
```
! wB97M-V def2-TZVPD RIJCOSX def2/J DEFGRID3
* xyz 0 1
C -1.45 -0.19 0.90
C 0.04 -0.54 1.01
C 0.73 0.24 2.12
C 1.11 -0.88 -0.29
O 1.06 -1.89 -0.92
H -1.59 0.89 0.81
H -1.92 -0.39 1.86
H -1.95 -0.83 0.18
H 0.04 -1.59 1.33
H 1.76 -0.09 2.27
H 0.70 1.30 1.92
H 0.27 0.02 3.09
H 1.93 -0.17 -0.12
O -0.03 1.83 -1.06
C -0.14 0.96 -1.86
O -0.87 1.16 -2.97
O 0.99 0.23 -2.35
H -1.53 0.69 -3.49
H 0.87 -0.74 -2.44
*
```

Values from the calculation:
Largest force on an atom in Eh/bohr: 0.101
ΔE to the lowest compared entry with this formula, charge and spin in kJ/mol: 340.1
SMILES: CC(C)C=O.O=C(O)O
Electronic energy in eV: -13534.3678



No. 4
This record from the OMol25 dataset describes a 2-piece molecular cluster, C5H10O4 overall in a non-equilibrium geometry. The level of theory is wB97M-V/def2-TZVPD.

Geometry as ORCA input:
```
! wB97M-V def2-TZVPD RIJCOSX def2/J DEFGRID3
* xyz 0 1
C 2.74 -2.22 -2.88
C 1.83 -1.05 -3.28
C 0.36 -1.36 -2.99
O -0.01 -0.88 -1.71
C 0.01 0.50 -1.69
O 1.39 0.91 -1.76
C 2.32 0.21 -2.57
O 3.33 0.78 -2.89
H 2.63 -2.46 -1.81
H 2.47 -3.11 -3.47
H 3.79 -1.99 -3.08
H 1.95 -0.86 -4.35
H -0.28 -0.90 -3.76
H 0.14 -2.44 -3.02
H -0.53 0.98 -2.52
H -0.36 0.84 -0.72
O 1.48 -1.89 0.49
H 1.04 -1.22 -0.14
H 1.14 -2.73 0.16
*
```

Values from the calculation:
Largest force on an atom in Eh/bohr: 0.057
ΔE to the lowest compared entry with this formula, charge and spin in kJ/mol: 127.4
SMILES: C[C@H]1COCOC1=O.O
Electronic energy in eV: -13536.5714



No. 5
This record from the OMol25 dataset describes a 2-piece molecular cluster, C5H10O5P2 overall in a non-equilibrium geometry. The level of theory is wB97M-V/def2-TZVPD.

Geometry as ORCA input:
```
! wB97M-V def2-TZVPD RIJCOSX def2/J DEFGRID3
* xyz -2 1
C -2.08 -0.35 0.63
C -1.04 -0.11 1.32
C 1.49 -2.14 1.65
C -0.46 1.90 -3.63
C 1.65 -0.78 1.15
O -0.15 -0.30 -1.94
O -0.42 -0.62 4.00
O -2.53 0.88 -2.30
O -0.29 1.75 2.95
O 1.42 0.08 2.32
P -1.07 0.95 -2.09
P -0.14 0.30 2.86
H -2.47 -1.12 0.02
H -1.01 2.01 -1.20
H 0.50 -2.23 2.06
H 1.43 -2.87 0.76
H 2.29 -2.42 2.36
H 0.36 2.67 -3.29
H 0.12 1.28 -4.37
H -1.08 2.56 -4.34
H 0.83 -0.74 0.35
H 2.67 -0.68 0.73
*
```

Values from the calculation:
Largest force on an atom in Eh/bohr: 0.108
ΔE to the lowest compared entry with this formula, charge and spin in kJ/mol: 349.5
Electronic energy in eV: -34163.2841